Formula: C28H25N3O4S
Source: the OMol25 dataset
Level of theory: ωB97M-V with the def2-TZVPD basis set

Its net charge is 0. As for the highest occupied orbital energy: -8.42 eV. As for the HOMO-LUMO gap: 8.30 eV. The value obtained for the energy above the lowest of the compared OMol25 structures with the same formula, charge and spin is 31.3 kcal per mole. The max |F| comes out at 1.25 eV/Å. As for the SMILES: CCOC(=O)C1=C(c2ccccc2)NC(SCC(=O)Nc2cccc(C)c2)=C(C#N)[C@@H]1c1ccco1.

```
61
C28H25N3O4S ωB97M-V with the def2-TZVPD basis set
C -2.35552 -1.59855 3.13436
C -1.73588 -2.59510 2.16658
O -0.64290 -2.03255 1.44592
C -0.94320 -1.29435 0.36049
O -2.08063 -1.06302 0.01635
C 0.27239 -0.84754 -0.32280
C 0.24994 -0.32883 -1.57370
C -0.94299 -0.20069 -2.42648
C -1.30134 1.05251 -2.91472
C -2.41101 1.18497 -3.73029
C -3.15353 0.07040 -4.07993
C -2.78359 -1.18149 -3.61477
C -1.68313 -1.32016 -2.79116
N 1.40760 0.15577 -2.14286
C 2.50019 0.43027 -1.37569
S 3.67982 1.55081 -2.11065
C 3.35251 3.04836 -1.09165
C 1.89602 3.00069 -0.65974
O 0.99542 3.11460 -1.46480
N 1.74239 2.75564 0.66185
C 0.56613 2.44762 1.36756
C 0.69131 2.19262 2.73117
C -0.43156 1.88459 3.47302
C -1.67466 1.81511 2.86693
C -1.80679 2.03955 1.50315
C -3.12679 1.90400 0.81396
C -0.67830 2.36365 0.76108
C 2.61258 -0.06195 -0.12381
C 3.64016 0.32987 0.73688
N 4.43930 0.70515 1.47484
C 1.59110 -1.06062 0.39331
C 2.09400 -2.45166 0.14513
C 2.55934 -3.41274 0.99272
C 2.90737 -4.51954 0.18038
C 2.62960 -4.14626 -1.09658
O 2.13817 -2.89589 -1.13017
H -1.59490 -1.19829 3.80034
H -2.80347 -0.77995 2.57824
H -3.12345 -2.09285 3.72278
H -2.49038 -2.94089 1.45167
H -1.30793 -3.44842 2.69763
H -0.72474 1.92338 -2.63737
H -2.69411 2.16160 -4.09404
H -4.01946 0.17534 -4.71679
H -3.35668 -2.05278 -3.89488
H -1.38797 -2.29289 -2.42835
H 1.34439 0.59539 -3.05097
H 3.52724 3.88598 -1.76489
H 4.05734 3.06681 -0.26207
H 2.58015 2.70169 1.22738
H 1.66386 2.23924 3.20068
H -0.33628 1.69898 4.53277
H -2.54710 1.58514 3.46075
H -3.94966 1.96855 1.52175
H -3.24752 2.67108 0.05282
H -3.16849 0.93347 0.31704
H -0.77766 2.55431 -0.29318
H 1.46200 -0.93670 1.47269
H 2.64111 -3.34005 2.05743
H 3.30780 -5.45730 0.50645
H 2.73232 -4.65609 -2.03379
```